C20H25AlCaCl3FN2O18S3 as an isolated structure at a distorted geometry. Source: the Open Molecules 2025 dataset; level of theory: ωB97M-V with the def2-TZVPD basis set.

Cartesian coordinates (Å):
O (4.1815, 0.4647, 7.3926)
C (3.8404, -0.3532, 6.3904)
C (4.3110, -1.9551, 6.2892)
C (3.4072, -3.0313, 5.7151)
C (3.8663, -4.6113, 5.5590)
S (2.8832, -5.5491, 4.2338)
O (1.8962, -6.5532, 4.9384)
O (3.8428, -6.2741, 3.2189)
C (1.8876, -2.5403, 5.2180)
O (0.7725, -3.2713, 5.4070)
C (1.8625, -1.0267, 4.5066)
C (0.8694, -0.7435, 3.2205)
C (0.9454, 0.7978, 2.5750)
C (1.9297, 1.9790, 3.2038)
S (1.9814, 3.7074, 2.4305)
C (2.9252, 1.6875, 4.4977)
C (2.8782, 0.1523, 5.1191)
H (5.4080, -2.1884, 6.6498)
H (3.7703, -5.2362, 6.5463)
H (4.9847, -4.5739, 5.1430)
H (2.0836, -4.6776, 3.4355)
H (0.1670, -1.5820, 2.7537)
H (0.2718, 1.0337, 1.6452)
H (3.1591, 3.6522, 1.6174)
H (3.6383, 2.5042, 4.9691)
Al (5.4855, 0.5731, 9.1426)
O (5.9358, 2.3969, 4.1746)
H (5.4451, 1.9249, 4.8224)
O (-3.7908, 2.3830, 1.5178)
S (-2.3405, 2.5189, 1.7456)
O (-2.0578, 2.4145, 3.1886)
O (-1.8860, 3.8307, 1.2495)
O (-1.6278, 1.4475, 1.0262)
C (-4.7237, 2.4011, -5.3785)
O (-5.6564, 2.1284, -4.3345)
C (-5.1407, 2.2332, -3.0837)
O (-3.9896, 2.5303, -2.8052)
O (-6.1279, 1.9502, -2.1967)
C (-5.7267, 2.0218, -0.8299)
H (-5.2433, 2.2879, -6.3340)
H (-4.3541, 3.4291, -5.3072)
H (-3.8940, 1.6873, -5.3511)
H (-5.3972, 3.0346, -0.5768)
H (-4.9372, 1.2928, -0.6205)
H (-6.5936, 1.7771, -0.2099)
Ca (0.9434, 1.0290, 0.0107)
C (-1.2991, -6.8310, 6.2473)
N (-2.5185, -5.9864, 6.3625)
O (-3.2106, -6.1271, 7.3774)
O (-2.7463, -5.2060, 5.4308)
H (-1.2240, -7.4658, 7.1327)
H (-1.4024, -7.4377, 5.3454)
H (-0.4394, -6.1611, 6.1791)
N (-1.7751, 1.6556, -7.2686)
C (-1.7449, 0.4724, -7.9597)
C (-1.7890, 0.7639, -9.3048)
C (-1.8416, 2.1728, -9.4294)
C (-1.8288, 2.6982, -8.1568)
H (-1.7592, 1.7454, -6.2610)
H (-1.6964, -0.4732, -7.4366)
H (-1.7826, 0.0400, -10.1094)
H (-1.8836, 2.7427, -10.3486)
H (-1.8546, 3.7220, -7.8080)
O (1.7816, -2.9011, -11.3350)
Cl (0.8893, -1.8181, -10.9699)
O (-0.4008, -2.0213, -11.6000)
O (1.4514, -0.5577, -11.4151)
O (0.7249, -1.7918, -9.5295)
C (3.0170, 6.8501, -0.1917)
Cl (4.6189, 6.2736, 0.2842)
Cl (1.7663, 6.2120, 0.8823)
H (3.0033, 7.9417, -0.1447)
H (2.8099, 6.5222, -1.2132)
F (-0.9514, -2.1386, -7.2853)

Computed properties:
E_HOMO in eV: -7.24
E_LUMO in Eh: -0.2192
Kohn-Sham gap in Ha: 0.047
E_tot in Ha: -5834.4881



C26H43Cl2GdN2PS as an isolated structure at a distorted geometry. Source: the Open Molecules 2025 dataset; level of theory: ωB97M-V with the def2-TZVPD basis set.

Cartesian coordinates (Å):
P (0.1448, -0.9028, -0.4983)
C (1.6964, -0.2840, -1.4177)
C (1.9615, -0.7816, -2.8464)
C (3.3472, -0.3521, -3.3456)
C (3.6132, 1.1452, -3.1619)
C (3.2355, 1.6748, -1.7748)
C (1.8188, 1.2463, -1.3607)
C (-1.2975, -0.0422, -1.3507)
C (-1.1661, 0.0727, -2.8716)
C (-2.4676, 0.6005, -3.4915)
C (-2.8989, 1.9244, -2.8517)
C (-2.8982, 1.8993, -1.3204)
C (-1.6114, 1.3205, -0.7139)
C (-0.0183, -2.5993, -1.2798)
C (1.1600, -3.4895, -0.8648)
C (1.0761, -4.8315, -1.5953)
C (-0.2584, -5.5484, -1.3732)
C (-1.4668, -4.6425, -1.6287)
C (-1.3433, -3.2859, -0.9256)
H (2.4690, -0.7048, -0.7468)
H (1.2100, -0.3689, -3.5327)
H (1.8862, -1.8748, -2.9172)
H (3.4379, -0.6134, -4.4070)
H (4.1116, -0.9358, -2.8166)
H (4.6696, 1.3556, -3.3582)
H (3.0302, 1.6956, -3.9113)
H (3.9416, 1.2968, -1.0231)
H (3.3105, 2.7690, -1.7601)
H (1.6167, 1.6153, -0.3453)
H (1.0893, 1.7106, -2.0442)
H (-2.1382, -0.7205, -1.1301)
H (-3.2518, -0.1591, -3.3672)
H (-0.9128, -0.8954, -3.3327)
H (-0.3576, 0.7784, -3.1169)
H (-2.3189, 0.7296, -4.5719)
H (-3.8972, 2.1898, -3.2126)
H (-2.2160, 2.7100, -3.1985)
H (-3.0628, 2.9116, -0.9378)
H (-3.7417, 1.2892, -0.9747)
H (-1.7413, 1.2253, 0.3764)
H (-0.7719, 2.0112, -0.8841)
H (-0.0003, -2.4369, -2.3734)
H (2.1295, -3.0131, -1.0643)
H (1.0949, -3.6412, 0.2224)
H (1.2064, -4.6548, -2.6712)
H (1.9006, -5.4703, -1.2713)
H (-0.3039, -5.9359, -0.3470)
H (-0.3233, -6.4209, -2.0283)
H (-2.3855, -5.1292, -1.2827)
H (-1.5769, -4.4666, -2.7087)
H (-2.2151, -2.6633, -1.1721)
H (-1.3611, -3.4244, 0.1633)
Gd (0.0018, -0.3425, 2.4270)
Cl (-2.1413, -1.5731, 1.8098)
Cl (2.5052, -0.0228, 1.9924)
C (-0.6988, 1.5008, 3.6761)
H (-1.2795, 1.4110, 4.6147)
C (-0.4969, 2.8543, 3.3870)
C (-1.1974, 3.8077, 4.2069)
C (-1.2490, 5.1343, 3.8331)
C (-0.6119, 5.5583, 2.6472)
C (0.1397, 4.6585, 1.8680)
C (0.2748, 3.3372, 2.2605)
H (-1.7323, 3.4420, 5.0874)
H (-1.7986, 5.8497, 4.4456)
H (0.6096, 5.0026, 0.9344)
H (0.9089, 2.6301, 1.7066)
H (-0.7139, 6.5898, 2.3288)
N (0.6426, 0.5469, 6.4626)
C (0.0760, -0.6542, 6.2377)
N (-0.5442, -1.2164, 7.2949)
S (0.1820, -1.5660, 4.7948)
H (0.7078, 0.9219, 7.4045)
H (0.9266, 1.0969, 5.6652)
H (-1.0134, -2.0974, 7.1573)
H (-0.6526, -0.7523, 8.1759)

Computed properties:
E_HOMO (alpha / beta) in eV: -1.64 / -1.86
2S+1: 8
E_LUMO (alpha / beta) in Eh: 0.0872 / 0.0858
Kohn-Sham gap (alpha / beta) in Ha: 0.147 / 0.154
⟨S²⟩: 16.445
Charge: -1
E_tot in Ha: -3551.6128
Relative energy (zero: lowest compared OMol25 entry of this formula, charge and spin) in kJ/mol: 351.6



- Which formula does entry 2 have?
  C26H43Cl2GdN2PS



- What is the E_tot in the second record?
  -3551.6128 Ha



- What is the formula in the first record?
  C20H25AlCaCl3FN2O18S3



- Which value of E_tot does entry 1 give?
  -5834.4881 Ha